Below is the ion C30H34N3O with charge +1 in a non-equilibrium geometry, with properties calculated with ωB97M-V/def2-TZVPD.

Computed properties:
HOMO   -10.1 eV
HOMO-LUMO gap   0.212 hartree
Total charge   +1
Calculated total energy   -38171.3816 eV
SMILES   CN(C)c1ccc([C@H](c2cn(C)c3ccccc23)[C@@H](C=[N+]2CCOCC2)c2ccccc2)cc1

Cartesian coordinates (Å):
H  4.63620  -1.82684  3.35437
C  -1.32836  1.45124  1.11794
H  4.62961  1.26212  -1.28369
C  4.32070  1.18227  -2.35501
H  2.07918  0.31552  4.99458
H  3.75284  -0.03718  4.43787
H  5.57228  -1.78751  -2.84265
H  -0.52673  -1.71609  -0.04208
H  1.29538  -3.28542  -0.15076
H  2.87555  1.43418  3.89802
H  -4.93983  4.26412  2.76548
C  0.80767  -0.80183  1.30532
H  -4.08926  1.59037  -2.41292
C  -3.74217  1.71967  1.30492
C  -1.19314  -0.20988  -2.02258
O  5.07347  0.15636  -3.03132
H  3.28677  -2.46316  -1.88663
C  -3.39774  0.73437  -2.44355
C  2.76713  0.36642  4.13748
C  1.24876  -0.90737  -1.82743
H  -6.18724  3.02504  3.08222
C  2.81538  0.88654  -2.42693
C  1.85912  -1.78873  1.31491
C  -2.43444  2.25401  1.39021
C  3.94219  -2.16595  2.59228
C  2.06483  -2.94624  0.55641
N  2.51774  -0.47836  -1.94387
H  3.23940  -1.69974  -3.53349
C  -2.78113  -0.46699  0.79517
C  4.89938  -1.08496  -2.32416
H  2.25212  1.63706  -1.84950
H  0.41042  0.83494  -0.90981
H  -4.94798  -0.72038  -2.82938
C  0.13346  -0.16625  -1.21075
H  -3.34638  -2.63004  -3.08234
H  4.56738  2.09632  -2.92023
C  2.77356  -1.41658  2.33069
H  -0.32764  1.89118  1.11837
C  -2.03695  0.92324  -2.15630
H  5.15506  -0.98507  -1.24405
H  -1.67519  1.91084  -1.90558
H  -5.24442  2.75464  -0.54270
C  -0.27222  -0.66926  0.26728
C  3.44987  -1.53582  -2.44992
H  -2.31284  3.31873  1.62005
H  -6.66448  2.96770  0.53120
N  -4.86753  2.54076  1.52355
H  -0.90715  -2.23781  -2.73519
H  -4.90520  -0.07211  1.00840
C  1.02732  0.00959  2.42552
C  -2.98656  -1.61457  -2.82726
H  -4.48917  2.72063  3.57203
H  2.53284  0.95528  -3.50418
H  1.07483  -1.95180  -2.15536
C  -1.50698  0.13009  0.76547
C  -5.58084  3.15253  0.42904
C  3.22624  -3.70861  0.80676
H  0.42441  0.77716  2.92390
C  -5.12789  3.17378  2.80008
H  -5.44040  4.25155  0.42916
H  -2.93012  -1.51381  0.53838
C  -3.88717  0.34392  1.03112
C  -1.60981  -1.40318  -2.59947
H  5.07373  -3.90093  1.92593
N  2.22399  -0.33133  3.00042
H  3.40965  -4.62924  0.24970
C  4.15341  -3.32878  1.78332
C  -3.88491  -0.55034  -2.67843